Record 1
This record from OMol25 describes one molecule with the formula C10H18N2O5. The level of theory is the ωB97M-V functional and the def2-TZVPD basis.

Summary:
LUMO energy = -0.2 eV
HOMO energy = -0.374 Ha
Kohn-Sham gap = 9.958 eV
energy above the lowest of the compared OMol25 structures with the same formula, charge and spin = 176.9 kcal/mol

Structure (ORCA input):
```
! wB97M-V def2-TZVPD RIJCOSX def2/J DEFGRID3
* xyz 0 1
C -0.344 1.099 -2.197
C -1.563 0.411 -1.667
C -2.566 -0.107 -2.745
C -1.917 1.312 -0.516
C -0.891 1.740 0.387
N -0.106 0.583 1.007
C 1.090 0.032 0.853
O 2.141 0.593 0.368
C 1.110 -1.519 1.324
N -0.182 -2.116 1.328
C 2.361 -2.167 0.600
C 3.808 -2.412 1.256
O 4.363 -3.349 1.685
O 4.194 -1.076 1.295
C -1.360 2.900 1.411
O -2.150 3.763 1.036
O -1.020 2.720 2.692
H 0.310 0.344 -2.730
H -0.718 1.783 -3.263
H 0.413 1.480 -1.369
H -1.219 -0.486 -0.969
H -2.164 -0.788 -3.386
H -3.080 0.659 -3.279
H -3.357 -0.853 -2.291
H -2.802 1.087 0.083
H -2.264 2.414 -0.813
H -0.011 2.251 -0.160
H -0.811 -0.213 1.251
H 1.533 -1.674 2.456
H -0.231 -2.891 0.576
H -0.405 -2.363 2.443
H 2.639 -1.648 -0.453
H 1.752 -3.256 0.273
H 3.407 -0.422 0.968
H 0.038 2.168 2.547
*
```

=====

Record 2
This record from OMol25 describes one molecule with the formula C4H5NO2. The level of theory is the ωB97M-V functional and the def2-TZVPD basis.

Summary:
LUMO energy = -0.3 eV
HOMO energy = -0.367 Ha
Kohn-Sham gap = 9.707 eV
energy above the lowest of the compared OMol25 structures with the same formula, charge and spin = 48.8 kcal/mol

Structure (ORCA input):
```
! wB97M-V def2-TZVPD RIJCOSX def2/J DEFGRID3
* xyz 0 1
O 1.653 1.411 1.163
C 1.947 0.449 0.501
C 0.946 -0.589 -0.048
O 1.310 -1.475 -0.788
N -0.316 -0.387 0.453
C -1.540 -0.695 -0.233
C -1.071 0.723 -0.090
H 2.984 0.205 0.216
H -2.373 -1.060 0.366
H -1.408 -1.180 -1.201
H -0.777 1.181 -1.035
H -1.354 1.418 0.697
*
```

=====

Record 3
This record from OMol25 describes a 2-piece molecular cluster, C5H15N2 overall. The level of theory is the ωB97M-V functional and the def2-TZVPD basis.

Summary:
LUMO energy (spin up / spin down) = -7.3 / -14.0 eV
HOMO energy (spin up / spin down) = -0.720 / -0.720 Ha
expectation value of S² = 0.754
Kohn-Sham gap (spin up / spin down) = 12.324 / 5.531 eV
energy above the lowest of the compared OMol25 structures with the same formula, charge and spin = 58.9 kcal/mol

Structure (ORCA input):
```
! wB97M-V def2-TZVPD RIJCOSX def2/J DEFGRID3
* xyz 2 2
C 0.432 1.854 -0.823
C 1.102 0.633 -0.061
C 1.269 0.962 1.430
C 1.775 -0.264 2.229
H -0.612 1.931 -0.537
H 0.394 1.608 -1.980
H 1.055 2.788 -0.678
H 2.114 0.431 -0.513
H 0.474 -0.272 -0.175
H 0.258 1.296 1.897
H 1.967 1.782 1.574
H 1.053 -1.088 2.193
H 1.990 0.012 3.292
H 2.753 -0.622 1.839
N -2.966 -1.326 -0.577
C -1.741 -1.607 -0.961
N -1.239 -1.396 -2.166
H -3.684 -0.955 -1.197
H -3.343 -1.555 0.343
H -1.112 -1.940 -0.176
H -0.205 -1.489 -2.157
H -1.733 -0.784 -2.796
*
```

=====

Record 4
This record from OMol25 describes C41H38HgIN10O4P as an isolated structure. The level of theory is the ωB97M-V functional and the def2-TZVPD basis.

Summary:
LUMO energy (spin up / spin down) = 2.5 / 2.5 eV
HOMO energy (spin up / spin down) = -0.096 / -0.158 Ha
expectation value of S² = 0.789
Kohn-Sham gap (spin up / spin down) = 5.099 / 6.776 eV
energy above the lowest of the compared OMol25 structures with the same formula, charge and spin = 25.5 kcal/mol

Structure (ORCA input):
```
! wB97M-V def2-TZVPD RIJCOSX def2/J DEFGRID3
* xyz -1 2
Hg -0.776 0.651 -0.732
C 3.847 3.339 -1.297
C 3.596 2.125 -2.155
N 4.383 1.979 -3.215
C 4.271 0.848 -3.919
C 3.380 -0.149 -3.640
C 3.432 -1.409 -4.450
O 3.903 -2.554 -3.713
C 2.448 -0.011 -2.565
C 1.488 -1.018 -2.351
N 0.305 -1.027 -1.644
C -0.134 -2.288 -1.247
C 0.782 -3.259 -0.816
C 0.384 -4.520 -0.407
C -0.964 -4.857 -0.395
C -1.899 -3.919 -0.809
C -1.490 -2.669 -1.246
I -2.976 -1.397 -2.031
C 2.551 1.210 -1.779
O 0.862 1.975 -2.146
H 4.889 3.650 -1.376
H 3.612 3.149 -0.250
H 3.228 4.178 -1.639
H 4.970 0.724 -4.743
H 4.138 -1.278 -5.270
H 2.449 -1.636 -4.876
H 3.627 -2.436 -2.799
H 1.622 -1.930 -2.930
H 1.825 -2.967 -0.761
H 1.129 -5.233 -0.074
H -1.294 -5.832 -0.058
H -2.952 -4.169 -0.811
C 0.155 4.298 -5.442
N -0.955 3.671 -4.743
C -2.093 3.194 -5.334
C -2.784 2.555 -4.341
N -2.096 2.618 -3.165
C -0.994 3.292 -3.422
P 0.454 3.508 -2.309
C -0.510 3.724 -0.757
N -1.227 2.774 -0.183
C -1.702 3.269 0.997
C -1.264 4.544 1.147
N -0.511 4.820 0.030
C 0.257 6.033 -0.222
C 2.433 1.042 -0.291
N 1.425 1.250 0.527
C 1.858 0.896 1.782
C 3.148 0.471 1.721
N 3.521 0.565 0.400
C 4.803 0.137 -0.141
H 0.783 4.819 -4.725
H -0.223 5.014 -6.171
H 0.767 3.556 -5.953
H -2.303 3.357 -6.378
H -3.738 2.055 -4.410
H -2.345 2.676 1.625
H -1.421 5.274 1.923
H -0.085 6.819 0.447
H 0.117 6.362 -1.247
H 1.319 5.862 -0.057
H 1.203 0.945 2.638
H 3.826 0.108 2.476
H 5.298 -0.489 0.600
H 5.441 0.989 -0.379
H 4.662 -0.435 -1.053
O -3.958 0.922 1.101
C -3.177 0.132 1.600
N -3.466 -0.616 2.731
C -2.425 -1.561 3.034
C -1.361 -1.110 1.970
O -0.256 -1.611 1.897
N -1.890 -0.143 1.183
C -2.817 -3.018 2.776
C -1.846 -4.017 2.792
C -2.192 -5.346 2.601
C -3.516 -5.705 2.380
C -4.487 -4.715 2.341
C -4.139 -3.383 2.537
C -1.908 -1.403 4.473
C -2.757 -0.903 5.456
C -2.337 -0.788 6.775
C -1.051 -1.162 7.134
C -0.191 -1.648 6.159
C -0.614 -1.771 4.841
H -4.425 -0.705 3.015
H -0.806 -3.747 2.916
H -1.418 -6.103 2.607
H -3.785 -6.743 2.227
H -5.522 -4.974 2.153
H -4.913 -2.630 2.478
H -3.756 -0.584 5.190
H -3.018 -0.397 7.522
H -0.720 -1.069 8.161
H 0.822 -1.928 6.421
H 0.074 -2.117 4.081
*
```

=====

Record 5
This record from OMol25 describes C6H13O2P as an isolated structure. The level of theory is the ωB97M-V functional and the def2-TZVPD basis.

Summary:
LUMO energy = 0.8 eV
HOMO energy = -0.287 Ha
Kohn-Sham gap = 8.557 eV
energy above the lowest of the compared OMol25 structures with the same formula, charge and spin = 46.4 kcal/mol

Structure (ORCA input):
```
! wB97M-V def2-TZVPD RIJCOSX def2/J DEFGRID3
* xyz 0 1
C 2.094 -0.389 0.826
C 2.752 0.691 1.531
C -2.297 -0.344 -1.158
C -0.562 -1.922 -1.092
C -0.421 2.029 0.505
C -0.814 -0.442 -1.139
O 2.529 -1.356 0.330
O -0.846 -0.295 1.742
P -0.255 0.205 0.506
H 3.636 0.965 1.028
H 3.196 0.108 2.408
H 2.166 1.470 1.960
H -2.717 -0.089 -2.174
H -2.821 -1.236 -0.896
H -2.619 0.502 -0.502
H -0.864 -2.418 -2.016
H -1.171 -2.414 -0.329
H 0.481 -2.203 -0.972
H 0.601 2.408 0.616
H -0.701 2.252 -0.531
H -1.058 2.453 1.304
H -0.310 0.023 -1.947
*
```